Molecular formula: C31H35Br6F4NO2
Method: DFT, ωB97M-V with the def2-TZVPD basis set

- Total energy: -469421.34210 eV
- Frontier orbital gap: 9.551 eV

Bonds (Å) are listed after each position.
CARTESIAN COORDINATES (ANGSTROEM)
1 C -1.4947 3.6987 0.8625  N2 1.485, H5 1.081, H6 1.090, H7 1.089
2 N -2.8753 3.4815 1.3634  C1 1.485, O3 1.209, O4 1.204
3 O -3.5739 4.4630 1.4612  N2 1.209
4 O -3.2164 2.3544 1.6128  N2 1.204
5 H -1.2825 4.7498 0.7236  C1 1.081
6 H -1.3652 3.1173 -0.0499  C1 1.090
7 H -0.8256 3.2069 1.5665  C1 1.089
8 F 3.2627 -3.9249 3.2796  C9 1.345
9 C 2.9571 -2.6151 3.2866  F8 1.345, C10 1.383, C14 1.399
10 C 3.5748 -1.8049 2.3513  C9 1.383, C11 1.391, H15 1.080
11 C 3.2476 -0.4544 2.4239  C10 1.391, C12 1.373, H16 1.084
12 C 2.4647 0.0497 3.4330  C11 1.373, C13 1.391, H17 1.083
13 C 1.9110 -0.7511 4.4271  C12 1.391, C14 1.397, H18 1.079
14 C 2.1481 -2.1229 4.3168  C9 1.399, C13 1.397, H19 1.083
15 H 4.2806 -2.2067 1.6400  C10 1.080
16 H 3.5705 0.1381 1.5753  C11 1.084
17 H 2.2173 1.1040 3.4407  C12 1.083
18 H 1.2397 -0.3874 5.1902  C13 1.079
19 H 1.6125 -2.8842 4.8698  C14 1.083
20 F -0.7528 -1.8504 -2.4718  C21 1.356
21 C -0.9064 -1.4508 -1.1849  F20 1.356, C22 1.381, C26 1.397
22 C -2.1518 -1.0585 -0.7351  C21 1.381, C23 1.400, H27 1.082
23 C -2.2453 -0.5744 0.5749  C22 1.400, C24 1.385, H28 1.080
24 C -1.1240 -0.6477 1.3839  C23 1.385, C25 1.372, H29 1.085
25 C 0.0503 -1.2286 0.9758  C24 1.372, C26 1.382, H30 1.081
26 C 0.1521 -1.7175 -0.3131  C21 1.397, C25 1.382, H31 1.081
27 H -2.9522 -0.9606 -1.4566  C22 1.082
28 H -3.1981 -0.2212 0.9398  C23 1.080
29 H -1.1008 -0.2922 2.4089  C24 1.085
30 H 0.9591 -1.2241 1.5608  C25 1.081
31 H 1.0885 -2.1520 -0.6354  C26 1.081
32 F 1.0946 -4.5754 -1.5969  C33 1.336
33 C 1.9328 -4.8814 -2.5910  F32 1.336, C34 1.377, C38 1.393
34 C 2.9231 -5.8316 -2.4805  C33 1.377, C35 1.386, H39 1.086
35 C 3.7794 -6.1349 -3.5270  C34 1.386, C36 1.385, H40 1.079
36 C 3.6468 -5.4012 -4.6945  C35 1.385, C37 1.395, H41 1.085
37 C 2.6405 -4.4484 -4.8534  C36 1.395, C38 1.382, H42 1.080
38 C 1.7912 -4.1920 -3.7933  C33 1.393, C37 1.382, H43 1.085
39 H 3.0729 -6.3149 -1.5194  C34 1.086
40 H 4.5196 -6.8993 -3.3460  C35 1.079
41 H 4.1690 -5.7097 -5.5941  C36 1.085
42 H 2.5298 -3.9202 -5.7891  C37 1.080
43 H 1.0992 -3.3574 -3.7443  C38 1.085
44 F 1.6203 2.7958 -0.5168  C45 1.339
45 C 0.8254 2.7788 -1.5936  F44 1.339, C46 1.399, C50 1.393
46 C 0.5414 4.0076 -2.1985  C45 1.399, C47 1.381, H51 1.081
47 C -0.2781 4.0153 -3.3104  C46 1.381, C48 1.379, H52 1.083
48 C -0.6935 2.8507 -3.9213  C47 1.379, C49 1.401, H53 1.082
49 C -0.3702 1.6205 -3.3352  C48 1.401, C50 1.385, H54 1.080
50 C 0.4000 1.5909 -2.1840  C45 1.393, C49 1.385, H55 1.082
51 H 0.8254 4.9188 -1.6899  C46 1.081
52 H -0.4813 4.9508 -3.8175  C47 1.083
53 H -1.3868 2.9510 -4.7458  C48 1.082
54 H -0.6919 0.6620 -3.7158  C49 1.080
55 H 0.5914 0.5936 -1.8111  C50 1.082
56 Br 0.2899 0.6842 -7.7017  C57 1.955
57 C -0.1006 -1.1937 -7.3253  Br56 1.955, C58 1.527, H60 1.085, H61 1.083
58 C -0.8222 -1.2652 -5.9818  C57 1.527, Br59 1.959, H62 1.086, H63 1.084
59 Br -1.4656 -3.1089 -5.8299  C58 1.959
60 H 0.7906 -1.8109 -7.2711  C57 1.085
61 H -0.7577 -1.4881 -8.1339  C57 1.083
62 H -1.7027 -0.6298 -6.0043  C58 1.086
63 H -0.2014 -1.0268 -5.1254  C58 1.084
64 Br -3.1962 0.5985 5.8836  C65 1.949
65 C -4.5874 1.0106 4.5818  Br64 1.949, C66 1.505, H68 1.088, H69 1.085
66 C -4.8247 2.4956 4.6275  C65 1.505, Br67 1.977, H70 1.091, H71 1.087
67 Br -6.5101 2.9035 3.6787  C66 1.977
68 H -5.4780 0.4889 4.9265  C65 1.088
69 H -4.3803 0.6292 3.5871  C65 1.085
70 H -3.9915 3.0261 4.1646  C66 1.091
71 H -4.8510 2.9558 5.6118  C66 1.087
72 Br -0.5927 1.9339 3.9882  C73 1.979
73 C 0.6318 3.2268 4.8518  Br72 1.979, C74 1.520, H76 1.085, H77 1.089
74 C -0.0319 3.7133 6.1293  C73 1.520, Br75 1.929, H78 1.087, H79 1.090
75 Br 0.8297 5.2609 6.8923  C74 1.929
76 H 0.8226 4.0331 4.1519  C73 1.085
77 H 1.5491 2.7280 5.1600  C73 1.089
78 H -0.1578 2.8813 6.8174  C74 1.087
79 H -1.0346 4.0507 5.8686  C74 1.090